[1]
ORCA calculation (wB97M-V/def2-TZVPD) on a gas-phase ion, C9H10ClO3S (charge -1) in a non-equilibrium geometry.

As for the energy relative to the best compared isomer or geometry (same formula, charge and spin): 30.3 kcal per mole. The calculation puts the lowest unoccupied orbital energy at 3.08 eV. The spin multiplicity is 1. The HOMO energy is -3.9 eV. The net charge is -1. As for the HOMO-LUMO gap: 6.98 eV. Its SMILES is CCC(Cl)=C1C=CC(S(=O)(=O)[O-])C=C1.

Each line ends with the Löwdin charge.
Element x y z (Å)
C 2.2827 -0.9302 0.8757  -0.31
C 1.3301 -0.0994 1.5687  -0.09
C 1.5459 -1.9919 0.2041  -0.12
C 0.1812 0.2355 0.9258  -0.07
C 0.2936 -1.8452 -0.2418  -0.08
C -0.4023 -0.5945 -0.0936  -0.29
C -3.4962 1.6671 0.1159  -0.12
C -2.2377 1.2993 -0.6781  -0.29
C -1.5522 -0.0764 -0.6857  -0.56
O 2.2444 0.4653 -1.4833  -0.31
O 3.7649 -1.4122 -0.9564  -0.34
O 4.2338 0.8341 -0.1475  -0.37
S 3.2769 -0.1299 -0.6904  0.43
Cl -2.2678 -1.1140 -1.9186  0.60
H 3.2029 -1.3294 1.3049  0.11
H 1.6707 0.5226 2.3886  0.10
H 1.9169 -2.9954 0.1977  0.11
H -0.2510 1.1639 1.4067  0.12
H -0.2542 -2.6981 -0.6977  0.10
H -3.2440 1.9297 1.1388  0.06
H -3.9352 2.6200 -0.2446  0.08
H -4.1847 0.9126 0.0229  0.03
H -1.4420 2.1510 -0.6296  0.14
H -2.6768 1.4157 -1.6825  0.07

[2]
ORCA calculation (wB97M-V/def2-TZVPD) on a molecular structure, C19H42InN3O7SSi.

As for the energy relative to the best compared isomer or geometry (same formula, charge and spin): 1.1 kcal per mole. The calculation puts the lowest unoccupied orbital energy at -5.34 eV. The spin multiplicity is 1. The HOMO energy is -14.3 eV. The net charge is +2. As for the HOMO-LUMO gap: 8.92 eV.

Each line ends with the Löwdin charge.
Element x y z (Å)
In -0.2962 -1.4747 -1.0285  0.74
C -4.1702 -3.2353 1.2566  0.04
O -3.3398 -4.0630 0.3903  0.05
C -2.3851 -3.4812 -0.2667  -0.53
O -2.1546 -2.2584 -0.2218  0.01
N -1.6674 -4.3414 -1.0183  0.07
N -0.5410 -3.8510 -1.6763  0.05
H -5.0720 -3.8111 1.4206  0.11
H -4.3928 -2.2918 0.7704  0.10
H -3.6439 -3.0713 2.1917  0.10
H -1.8810 -5.3280 -0.9917  0.18
H -0.5881 -4.0465 -2.6709  0.13
H 0.3073 -4.2664 -1.2968  0.12
C -0.1582 2.3597 -0.9611  -0.01
C -0.8756 1.6945 0.2015  -0.58
C -2.3433 1.4590 -0.1019  -0.01
C -0.7082 2.4939 1.4823  0.00
O -0.2788 0.3510 0.3804  -0.26
Si 1.0435 -0.0505 1.3540  -0.09
S 1.3592 -2.0318 0.5619  0.49
O 2.2201 0.9633 0.9588  -0.14
C 3.4707 1.3367 1.6212  -0.61
C 3.1492 2.4096 2.6468  -0.02
C 4.0762 0.1030 2.2739  -0.02
C 4.3675 1.8687 0.5217  -0.02
O 0.7547 -0.0553 2.9200  -0.13
C -0.0998 -0.7184 3.8903  -0.62
C -1.3601 -1.2185 3.1997  -0.03
C -0.4288 0.3195 4.9455  -0.01
C 0.6994 -1.8688 4.4751  -0.01
H -0.5863 3.3438 -1.1568  0.11
H -0.2677 1.7476 -1.8611  0.05
H 0.9045 2.4715 -0.7402  0.10
H -2.8408 2.4069 -0.3088  0.11
H -2.8399 0.9884 0.7480  0.10
H -2.4628 0.8135 -0.9746  0.07
H -1.1686 3.4741 1.3530  0.11
H 0.3454 2.6450 1.7269  0.08
H -1.1967 1.9944 2.3199  0.08
H 2.4210 2.0397 3.3719  0.08
H 2.7469 3.3002 2.1590  0.09
H 4.0539 2.6963 3.1855  0.10
H 3.4210 -0.2865 3.0593  0.08
H 5.0340 0.3564 2.7288  0.10
H 4.2474 -0.6799 1.5313  0.09
H 3.9158 2.7433 0.0501  0.09
H 4.5323 1.1021 -0.2373  0.09
H 5.3337 2.1605 0.9349  0.10
H -1.9014 -0.3897 2.7349  0.08
H -2.0189 -1.6888 3.9325  0.10
H -1.1102 -1.9540 2.4298  0.06
H -0.9790 1.1564 4.5112  0.08
H 0.4875 0.7024 5.3958  0.10
H -1.0408 -0.1252 5.7317  0.10
H 0.9534 -2.5961 3.7003  0.08
H 0.1216 -2.3737 5.2512  0.10
H 1.6218 -1.4970 4.9224  0.10
O 0.4727 -1.6204 -3.2187  0.03
C -0.4193 -0.8361 -3.5817  -0.58
O -1.3000 -0.4117 -2.7626  -0.03
C -0.4561 -0.3542 -5.0171  -0.13
N -1.6172 0.6170 -5.1579  0.12
C -1.0479 1.9929 -5.4787  -0.07
C 0.4004 1.9012 -5.0231  -0.12
C 0.7877 0.4655 -5.3879  -0.08
H -0.6030 -1.2169 -5.6625  0.18
H -2.0882 0.6254 -4.2477  0.16
H -2.2929 0.3168 -5.8580  0.19
H -1.6467 2.7482 -4.9787  0.14
H -1.1194 2.1341 -6.5550  0.14
H 0.4839 2.0747 -3.9485  0.11
H 1.0156 2.6389 -5.5326  0.14
H 1.6626 0.0962 -4.8598  0.14
H 0.9781 0.3814 -6.4579  0.14

[3]
ORCA calculation (wB97M-V/def2-TZVPD) on a molecular structure, C18H35NO2PYb in a non-equilibrium geometry.

The calculation puts the lowest unoccupied orbital energy at -5.42 eV. The spin multiplicity is 1. The HOMO energy is -10.8 eV. The net charge is +1. As for the HOMO-LUMO gap: 5.42 eV.

Each line ends with the Löwdin charge.
Element x y z (Å)
C 1.3445 -3.2019 -2.6550  -0.13
C 1.2158 -4.2206 -1.6887  -0.11
C -0.1297 -4.3141 -1.3924  -0.09
N -0.8031 -3.3902 -2.1261  -0.12
C -2.2331 -3.1382 -2.1523  -0.13
C -2.7203 -1.9577 -1.3109  -0.19
C -2.1224 -1.8981 0.0782  -0.19
C -2.8106 -0.8707 1.0174  -0.18
C -3.4344 0.3328 0.3290  -0.21
C -2.3906 1.3468 -0.1202  -0.20
C -1.6360 1.9358 1.0727  -0.20
C -0.9915 3.3040 0.8770  -0.18
C 0.3864 3.2994 0.2418  -0.19
C 0.5216 2.5823 -1.1048  -0.17
C 0.9726 1.1265 -0.9536  -0.17
C 2.4279 1.0133 -0.4978  -0.18
C 2.6856 0.1939 0.8679  -0.43
C 1.6295 0.2028 1.9494  -0.28
O 1.7670 1.2841 2.7828  -0.34
P 3.4873 1.7390 3.0953  0.58
O 3.8534 0.7972 1.4327  -0.49
C 0.0818 -2.6965 -2.8903  -0.11
H 2.2569 -2.9059 -3.1305  0.07
H 1.9766 -4.8445 -1.2693  0.08
H -0.6485 -4.9637 -0.7202  0.12
H -2.7456 -4.0394 -1.8412  0.13
H -2.4845 -2.9827 -3.1928  0.12
H -3.7911 -2.0881 -1.2258  0.12
H -2.4995 -1.0584 -1.8740  0.10
H -1.0500 -1.7366 0.0619  0.10
H -2.2731 -2.8780 0.5217  0.11
H -2.0622 -0.4825 1.6973  0.09
H -3.5214 -1.3948 1.6418  0.11
H -4.0900 0.8397 1.0318  0.11
H -4.0754 0.0388 -0.4919  0.10
H -1.7110 0.8717 -0.8231  0.08
H -2.8790 2.1690 -0.6318  0.12
H -0.8800 1.2630 1.4573  0.07
H -2.3590 2.0402 1.8761  0.12
H -1.6750 3.9716 0.3645  0.11
H -0.8540 3.7240 1.8678  0.12
H 0.6834 4.3318 0.0837  0.11
H 1.1059 2.8975 0.9492  0.09
H -0.3995 2.6029 -1.6716  0.11
H 1.2574 3.1072 -1.7108  0.11
H 0.8647 0.6261 -1.9085  0.11
H 0.3240 0.6304 -0.2490  0.08
H 2.9658 0.5001 -1.3347  0.04
H 2.8722 2.0087 -0.4008  0.13
H 2.9621 -0.8686 0.6227  0.11
H 1.8090 -0.7266 2.5086  0.13
H 0.6173 0.1166 1.5766  0.09
H 3.1611 2.4449 4.2784  -0.02
H 3.2827 2.8495 2.2178  -0.01
H 4.8935 1.9701 3.1908  -0.05
H 3.5943 0.4863 3.7727  0.00
H -0.2258 -1.9429 -3.5836  0.11
Yb 4.4959 -0.0477 -0.5131  1.55

[4]
ORCA calculation (wB97M-V/def2-TZVPD) on 2 unconnected molecules or ions with the total composition C4H7NO in a non-equilibrium geometry.

As for the energy relative to the best compared isomer or geometry (same formula, charge and spin): 61.4 kcal per mole. The calculation puts the lowest unoccupied orbital energy at 1.04 eV. The spin multiplicity is 1. The HOMO energy is -9.9 eV. As for the HOMO-LUMO gap: 10.89 eV. Its SMILES is CCC=O.C#N.

Each line ends with the Löwdin charge.
Element x y z (Å)
C -1.6614 -0.4519 0.1711  -0.10
C -0.5053 0.3734 -0.3789  -0.25
C 0.5779 0.8793 0.4697  -0.36
O 1.6533 1.2715 0.0600  -0.03
C 2.2245 -0.9900 -0.3891  -0.06
N 1.2436 -1.5895 -0.4929  0.10
H -1.5100 -1.5349 0.0799  0.07
H -2.5666 -0.2037 -0.3909  0.07
H -1.8368 -0.2284 1.2283  0.07
H -0.2235 0.1261 -1.4046  0.11
H 0.2539 1.0299 1.5178  0.14
H -0.7244 1.5018 -0.3416  0.16
H 3.1811 -0.5308 -0.2836  0.08

[5]
ORCA calculation (wB97M-V/def2-TZVPD) on 2 unconnected molecules or ions with the total composition C4H9S in a non-equilibrium geometry.

As for the energy relative to the best compared isomer or geometry (same formula, charge and spin): 11.6 kcal per mole. The calculation puts the lowest unoccupied orbital energy at 4.02 eV. The spin multiplicity is 1. The HOMO energy is -2.8 eV. The net charge is -1. As for the HOMO-LUMO gap: 6.81 eV.

Each line ends with the Löwdin charge.
Element x y z (Å)
S -0.1151 -2.2213 -1.5405  -0.06
H -0.4099 -3.4320 -2.0846  -0.43
C 1.5552 -0.1256 0.3566  -0.18
C 0.4359 0.6934 -0.3019  -0.34
C -0.9176 0.3494 0.2706  -0.25
C -1.7160 1.2306 0.9562  -0.04
H 1.3732 -1.2091 0.1757  -0.02
H 2.4687 0.1262 -0.0733  0.03
H 1.6227 0.0321 1.4693  0.08
H 0.4163 0.3058 -1.4209  0.07
H 0.6015 1.8104 -0.2297  0.10
H -1.2069 -0.7172 0.0674  0.00
H -2.6868 0.8758 1.2993  0.02
H -1.4211 2.2815 1.0559  0.03